{
  "formula": "C3H5N3",
  "method": "wB97M-V/def2-TZVPD",
  "species": ["C", "C", "C", "N", "N", "N", "H", "H", "H", "H", "H"],
  "coordinates": [[1.5191, -0.6411, 0.4359], [0.2101, 0.0369, 0.1446], [-0.6647, -0.5474, -0.6767], [-1.8775, 0.8161, -0.4945], [-1.3530, 1.5634, 0.4226], [-0.1682, 1.2145, 0.7824], [2.3060, 0.0815, 0.2375], [1.7451, -1.5487, -0.1535], [1.5119, -0.9417, 1.4851], [-0.3727, -1.2062, -1.5307], [-2.8561, 1.1727, -0.6527]],
  "atomic_forces_ev_per_a": [[0.1, 0.2, 0.1], [-0.3, -0.6, -0.1], [-1.9, 3.0, -0.3], [1.3, -1.5, -0.3], [0.8, -0.6, -0.3], [0.1, -0.3, 0.2], [0.3, 0.0, 0.3], [-0.5, 0.5, 0.1], [0.3, 0.2, 0.0], [-1.4, 0.7, 0.7], [1.2, -1.5, -0.4]],
  "nbo_charge": [-0.633, 0.061, -0.099, -0.406, 0.030, -0.304, 0.233, 0.220, 0.236, 0.245, 0.419],
  "e_tot_ev": -7658.8759,
  "smiles": "Cc1c[nH]nn1",
  "homo_energy_ev": -9.66,
  "de_lowest_kj_mol": 345.38,
  "orbital_gap_ev": 10.57
}